#1
ORCA calculation (ωB97M-V/def2-TZVPD) on an isolated molecule of C4H7NO.

Last column: natural (NBO) charge in e.
Atoms and positions in Å:
O: 1.591 0.479 0.539  -0.479
N: -2.027 0.407 0.474  -0.635
C: 1.301 0.636 -0.835  -0.121
C: -0.873 0.877 0.281  0.127
C: 0.162 -1.558 0.334  -0.659
C: 0.382 -0.043 0.220  0.189
H: -0.565 -1.650 1.195  0.241
H: -2.854 1.102 0.389  0.354
H: -0.587 1.919 0.029  0.154
H: 1.878 0.097 -1.534  0.192
H: 1.106 1.791 -0.995  0.176
H: 1.022 -2.192 0.371  0.231
H: -0.537 -1.864 -0.467  0.231

As for the LUMO energy: 0.0344 Eh. Its molar mass is 85.1 g/mol. As for the HOMO energy: -9.654 eV. The spin multiplicity is 1. As for the SMILES: [H]/N=C/[C@@]1(C)CO1. As for the net charge: 0.

***

#2
ORCA calculation (ωB97M-V/def2-TZVPD) on an isolated molecule of C4H7NO.

Last column: natural (NBO) charge in e.
Atoms and positions in Å:
O: 1.434 0.522 1.802  -0.511
N: -1.005 -0.798 -0.056  -0.640
C: -0.227 0.523 -0.121  -0.214
C: -0.351 -1.157 1.203  -0.343
C: 0.505 1.052 -1.355  -0.636
C: 0.513 0.108 1.148  0.590
H: -0.957 -1.396 -0.859  0.367
H: -1.019 -1.236 2.072  0.213
H: 1.052 0.266 -1.895  0.215
H: 0.247 -2.057 1.100  0.215
H: -0.202 1.506 -2.053  0.221
H: -1.240 0.849 0.114  0.285
H: 1.251 1.819 -1.100  0.239

As for the LUMO energy: 0.0337 Eh. Its molar mass is 85.1 g/mol. As for the HOMO energy: -9.046 eV. The spin multiplicity is 1. As for the SMILES: C[C@H]1NCC1=O. As for the net charge: 0.

***

#3
ORCA calculation (ωB97M-V/def2-TZVPD) on an isolated molecule of C4H7NO.

Last column: natural (NBO) charge in e.
Atoms and positions in Å:
O: -0.252 1.381 0.152  -0.466
N: 1.695 -1.451 -0.277  -0.253
C: -0.588 1.288 -1.086  -0.095
C: 0.921 0.805 0.595  -0.082
C: -0.703 -1.339 0.430  -0.680
C: 0.742 -0.891 0.195  0.136
H: 1.779 1.101 -0.006  0.191
H: -0.662 -2.224 1.066  0.237
H: -1.173 -1.628 -0.514  0.241
H: -1.618 1.528 -1.311  0.173
H: 1.031 1.020 1.657  0.207
H: -1.325 -0.585 0.922  0.232
H: 0.152 0.993 -1.823  0.160

As for the LUMO energy (spin up / spin down): -0.0176 / 0.0242 Eh. Its molar mass is 85.1 g/mol. As for the HOMO energy (spin up / spin down): -7.368 / -8.818 eV. The spin multiplicity is 1. As for the net charge: 0.

***

#4
ORCA calculation (ωB97M-V/def2-TZVPD) on a cluster of 2 separate species, C4H7NO in total.

Last column: natural (NBO) charge in e.
Atoms and positions in Å:
O: 2.897 -1.398 -1.951  -0.931
N: -2.030 0.608 0.512  -0.530
C: -1.130 0.413 1.682  -0.091
C: 0.168 0.181 -0.188  -0.304
C: 0.147 0.322 1.202  -0.299
C: -1.190 0.402 -0.582  -0.063
H: 1.020 0.274 -0.955  0.246
H: 3.732 -1.017 -1.526  0.465
H: -1.459 0.928 -1.451  0.198
H: -1.478 0.398 2.688  0.209
H: 3.122 -2.367 -1.816  0.468
H: -2.993 0.631 0.636  0.410
H: 1.123 0.165 1.763  0.222

As for the LUMO energy: 0.0312 Eh. Its molar mass is 85.1 g/mol. As for the HOMO energy: -7.975 eV. The spin multiplicity is 1. As for the SMILES: c1cc[nH]c1.O. As for the net charge: 0.

***

Which of them is least stable? Easy: #3.

***

#1
ORCA calculation (ωB97M-V/def2-TZVPD) on an isolated molecule of C4H7NO.

Last column: natural (NBO) charge in e.
Atoms and positions in Å:
O: 2.256 -0.766 0.179  -0.564
N: 1.458 0.350 0.334  -0.112
C: -0.657 1.367 0.022  -0.603
C: -1.383 1.038 1.275  0.023
C: -0.254 -1.165 -0.592  -0.690
C: 0.260 0.144 -0.065  0.228
H: 0.277 -1.996 -0.123  0.248
H: 3.102 -0.471 0.540  0.483
H: -2.095 0.230 0.986  0.074
H: -0.092 -1.234 -1.674  0.238
H: -1.326 -1.271 -0.404  0.223
H: -1.260 1.405 -0.898  0.225
H: -0.034 2.260 0.110  0.227

As for the LUMO energy (spin up / spin down): -0.0185 / -0.0186 Eh. Its molar mass is 85.1 g/mol. As for the HOMO energy (spin up / spin down): -8.821 / -8.825 eV. The spin multiplicity is 1. As for the net charge: 0.

***

#2
ORCA calculation (ωB97M-V/def2-TZVPD) on a structure of composition C4H7NO.

Last column: natural (NBO) charge in e.
Atoms and positions in Å:
O: -0.943 -0.442 -0.751  -0.556
N: 0.730 0.238 0.667  -0.548
C: -0.707 -1.518 1.466  -0.665
C: -0.052 1.030 -1.430  -0.035
C: 1.093 0.939 -0.533  -0.303
C: -0.299 -0.505 0.410  0.570
H: 2.060 0.620 -0.948  0.205
H: 0.229 1.269 -2.482  0.217
H: -1.788 -1.564 1.623  0.224
H: -0.369 -2.519 1.174  0.232
H: -0.207 -1.253 2.405  0.242
H: 1.113 2.059 -0.535  0.220
H: -0.859 1.646 -1.066  0.197

As for the LUMO energy: 0.0297 Eh. Its molar mass is 85.1 g/mol. As for the HOMO energy: -9.215 eV. The spin multiplicity is 1. As for the net charge: 0.

***

#3
ORCA calculation (ωB97M-V/def2-TZVPD) on an isolated molecule of C4H7NO.

Last column: natural (NBO) charge in e.
Atoms and positions in Å:
O: -0.642 0.646 -0.457  -0.525
N: 1.237 -2.271 -0.074  -0.307
C: 0.326 0.580 1.680  -0.602
C: 0.899 -1.171 0.039  0.245
C: 0.537 0.261 0.204  0.009
C: -1.038 -0.082 -1.599  -0.256
H: 0.100 1.645 1.777  0.227
H: 1.207 0.335 2.278  0.221
H: -1.812 0.517 -2.080  0.201
H: -0.215 -0.245 -2.304  0.176
H: -1.459 -1.054 -1.315  0.181
H: -0.532 0.008 2.044  0.223
H: 1.393 0.831 -0.193  0.207

As for the LUMO energy: 0.0327 Eh. Its molar mass is 85.1 g/mol. As for the HOMO energy: -10.480 eV. The spin multiplicity is 1. As for the SMILES: CO[C@@H](C)C#N. As for the net charge: 0.

***

#4
ORCA calculation (ωB97M-V/def2-TZVPD) on an isolated molecule of C4H7NO.

Last column: natural (NBO) charge in e.
Atoms and positions in Å:
O: -0.215 0.884 1.399  -0.501
N: 1.175 -0.153 -0.629  -0.592
C: -0.880 0.800 0.117  0.017
C: -0.573 -0.374 0.950  0.033
C: 0.116 0.733 -1.046  -0.255
C: 0.519 -1.173 0.226  -0.261
H: -1.840 1.293 0.053  0.201
H: -1.341 -0.830 1.606  0.191
H: 0.006 -1.922 -0.474  0.195
H: -0.400 0.385 -1.951  0.194
H: 0.518 1.692 -1.234  0.207
H: 1.202 -1.694 0.926  0.213
H: 1.713 0.359 0.055  0.357

As for the LUMO energy: 0.0411 Eh. Its molar mass is 85.1 g/mol. As for the HOMO energy: -9.353 eV. The spin multiplicity is 1. As for the SMILES: C1NC[C@H]2O[C@@H]12. As for the net charge: 0.

***

Which of them is least stable? Easy: #1.

***

#1
ORCA calculation (ωB97M-V/def2-TZVPD) on a structure of composition C4H7NO.

Last column: natural (NBO) charge in e.
Atoms and positions in Å:
O: 2.368 0.855 0.316  -0.623
N: 1.075 -0.891 -0.583  -0.634
C: 0.074 -0.099 -0.790  0.198
C: -0.342 0.960 0.061  -0.348
C: 2.149 -0.319 0.055  0.511
C: -1.556 -0.374 0.351  -0.598
H: -1.268 -0.803 1.298  0.229
H: -0.832 1.832 -0.375  0.233
H: -2.441 0.219 0.441  0.227
H: -0.440 -0.181 -1.745  0.188
H: -1.832 -1.229 -0.295  0.254
H: 0.134 1.122 1.029  0.255
H: 2.895 -1.085 0.250  0.110

As for the LUMO energy: 0.0276 Eh. Its molar mass is 85.1 g/mol. As for the HOMO energy: -9.229 eV. The spin multiplicity is 1. As for the net charge: 0.

***

#2
ORCA calculation (ωB97M-V/def2-TZVPD) on an isolated molecule of C4H7NO.

Last column: natural (NBO) charge in e.
Atoms and positions in Å:
O: -2.480 0.440 -0.597  -0.546
N: -0.327 -0.660 -0.245  -0.431
C: -1.362 0.178 -0.288  0.682
C: 0.518 -1.399 -1.580  -0.364
C: -0.056 0.720 0.234  -0.163
C: 0.233 0.872 1.769  -0.630
H: 1.461 -1.787 -1.230  0.211
H: -0.182 -2.026 -2.031  0.216
H: 0.816 -0.546 -2.105  0.189
H: -0.160 1.815 2.119  0.218
H: 1.348 0.934 2.007  0.208
H: -0.276 0.213 2.427  0.226
H: 0.467 1.246 -0.480  0.183

As for the LUMO energy: 0.0301 Eh. Its molar mass is 85.1 g/mol. As for the HOMO energy: -8.991 eV. The spin multiplicity is 1. As for the SMILES: C[C@@H]1C(=O)N1C. As for the net charge: 0.

***

Which of them is least stable? Easy: #2.

***

#1
ORCA calculation (ωB97M-V/def2-TZVPD) on an isolated molecule of C4H7NO.

Last column: natural (NBO) charge in e.
Atoms and positions in Å:
O: 1.438 0.783 0.427  -0.500
N: 0.711 -0.693 -1.277  -0.490
C: 0.055 1.082 0.748  -0.074
C: 1.591 -0.142 -0.556  0.345
C: -0.656 -0.644 -0.849  -0.254
C: -0.777 -0.179 0.601  -0.455
H: 2.330 -0.931 -0.627  0.216
H: -1.222 -0.007 -1.526  0.195
H: -0.378 -0.934 1.294  0.209
H: -1.006 -1.676 -0.964  0.207
H: -1.821 0.000 0.869  0.223
H: 0.064 1.467 1.772  0.200
H: -0.329 1.873 0.087  0.179

As for the LUMO energy: 0.0356 Eh. Its molar mass is 85.1 g/mol. As for the HOMO energy: -9.068 eV. The spin multiplicity is 1. As for the SMILES: C1=NCCCO1. As for the net charge: 0.

***

#2
ORCA calculation (ωB97M-V/def2-TZVPD) on an isolated molecule of C4H7NO.

Last column: natural (NBO) charge in e.
Atoms and positions in Å:
O: -0.091 -1.077 0.123  -0.500
N: 0.089 1.165 -0.127  -0.481
C: -1.455 -0.651 -0.027  -0.097
C: -1.345 0.882 -0.197  -0.275
C: 2.135 -0.179 0.171  -0.669
C: 0.668 0.050 0.044  0.549
H: -1.745 1.225 -1.158  0.199
H: 2.663 0.771 0.096  0.240
H: -1.872 1.429 0.592  0.199
H: 2.361 -0.651 1.132  0.233
H: 2.478 -0.855 -0.618  0.233
H: -2.010 -0.952 0.867  0.185
H: -1.878 -1.157 -0.898  0.185

As for the LUMO energy: 0.0380 Eh. Its molar mass is 85.1 g/mol. As for the HOMO energy: -9.375 eV. The spin multiplicity is 1. As for the SMILES: CC1=NCCO1. As for the net charge: 0.

***

#3
ORCA calculation (ωB97M-V/def2-TZVPD) on an isolated molecule of C4H7NO.

Last column: natural (NBO) charge in e.
Atoms and positions in Å:
O: 1.351 1.942 0.276  -0.558
N: 1.154 -0.332 -0.110  -0.464
C: 1.448 0.799 0.645  0.545
C: -0.222 -0.848 -0.090  -0.050
C: 0.364 -0.243 -1.317  -0.252
C: -1.371 -0.095 0.554  -0.642
H: -0.192 -1.923 0.037  0.208
H: 0.003 0.750 -1.588  0.214
H: -1.191 0.986 0.511  0.228
H: 0.689 -0.873 -2.144  0.211
H: 1.809 0.513 1.650  0.119
H: -1.553 -0.383 1.594  0.216
H: -2.288 -0.291 -0.016  0.225

As for the LUMO energy: 0.0381 Eh. Its molar mass is 85.1 g/mol. As for the HOMO energy: -9.879 eV. The spin multiplicity is 1. As for the SMILES: C[C@H]1CN1C=O. As for the net charge: 0.

***

#4
ORCA calculation (ωB97M-V/def2-TZVPD) on an isolated molecule of C4H7NO.

Last column: natural (NBO) charge in e.
Atoms and positions in Å:
O: 0.013 -1.373 -0.312  -0.526
N: 0.131 1.246 -1.065  -0.569
C: 1.139 -0.662 0.199  -0.091
C: -1.148 -0.660 0.082  -0.084
C: 0.696 0.792 0.203  -0.120
C: -0.760 0.794 -0.006  -0.114
H: 1.408 -0.992 1.213  0.174
H: -1.975 -0.971 -0.557  0.195
H: 0.241 0.500 -1.751  0.354
H: -1.401 -0.871 1.135  0.168
H: -1.393 1.563 0.426  0.209
H: 1.069 1.515 0.906  0.209
H: 1.981 -0.881 -0.473  0.195

As for the LUMO energy: 0.0393 Eh. Its molar mass is 85.1 g/mol. As for the HOMO energy: -9.564 eV. The spin multiplicity is 1. As for the SMILES: C1OC[C@H]2N[C@@H]12. As for the net charge: 0.

***

Which of them is least stable? Easy: #1.